(1)
The following is a DFT calculation (wB97M-V/def2-TZVPD) of a structure of composition C19H40N4O6Si4Sr at a distorted geometry.

The calculation puts the LUMO energy at -0.93 eV. The HOMO-LUMO gap is 5.69 eV. Its net charge is 0. The spin multiplicity is 1. The calculation puts the relative energy (zero: lowest compared OMol25 entry of this formula, charge and spin) at 21.85 kcal/mol.

Structure (XYZ):
```
74
C19H40N4O6Si4Sr wB97M-V/def2-TZVPD
Sr 1.675 0.277 1.278
Si 0.181 -2.029 -0.066
Si 0.275 -1.903 -2.397
Si 0.954 -4.170 0.455
Si -2.048 -2.004 0.639
O -0.800 1.319 0.798
O -0.872 7.416 -2.688
O -4.881 4.043 0.590
O -4.860 5.946 -0.419
O 0.780 1.741 -0.722
O 0.953 6.304 -2.427
N 4.722 1.630 0.882
N 0.938 1.688 3.637
N -4.331 4.925 -0.034
N -0.230 6.494 -2.233
C 2.074 -1.658 -2.931
C -2.281 5.685 -1.152
C -2.127 -1.401 2.433
C 3.135 2.268 2.651
C -0.339 -3.444 -3.296
C -0.971 5.440 -1.512
C -2.326 3.492 -0.115
C -1.012 3.277 -0.510
C -0.309 1.994 -0.136
C -0.694 -0.448 -3.101
C -2.886 -3.697 0.637
C 0.882 -4.402 2.335
C 3.630 2.542 1.232
C 1.661 2.671 2.824
C -2.932 4.688 -0.451
C 2.769 -4.341 -0.061
C -0.328 4.252 -1.220
C -3.161 -0.892 -0.403
C 0.098 -5.692 -0.260
H 1.415 -5.306 2.642
H -3.934 -3.599 0.937
H -0.156 -4.501 2.666
H 0.688 4.075 -1.541
H 3.215 -5.242 0.368
H 1.177 2.694 1.843
H -2.857 2.736 0.446
H 0.167 -5.723 -1.348
H 2.848 -4.419 -1.149
H 3.306 1.223 2.948
H 5.081 1.849 -0.040
H -3.156 -1.167 2.719
H 2.662 -2.564 -2.766
H 0.296 -4.306 -3.084
H -1.358 -3.703 -2.999
H -0.960 -5.725 0.004
H 3.761 2.817 3.356
H -2.773 6.612 -1.401
H -2.402 -4.386 1.331
H -0.057 1.888 3.634
H 2.858 2.412 0.462
H -1.759 -0.525 -2.878
H -0.326 0.499 -2.703
H 5.497 1.740 1.528
H 2.549 -0.845 -2.375
H 2.129 -1.409 -3.995
H -0.332 -3.281 -4.378
H -0.578 -0.431 -4.189
H -4.091 -0.688 0.135
H -2.861 -4.150 -0.356
H -1.757 -2.172 3.114
H -2.688 0.060 -0.645
H -3.423 -1.391 -1.339
H 0.572 -6.597 0.131
H 1.314 -3.554 2.873
H 1.258 1.735 4.597
H 3.871 3.611 1.183
H 3.372 -3.483 0.247
H 1.622 3.702 3.186
H -1.529 -0.497 2.576
```



(2)
The following is a DFT calculation (wB97M-V/def2-TZVPD) of a structure of composition C7H12ClN2 at a distorted geometry.

The calculation puts the LUMO energy at -4.32 eV. The HOMO-LUMO gap is 9.35 eV. Its net charge is +1. The spin multiplicity is 1. The calculation puts the relative energy (zero: lowest compared OMol25 entry of this formula, charge and spin) at 65.04 kcal/mol.

Structure (XYZ):
```
22
C7H12ClN2 wB97M-V/def2-TZVPD
Cl -3.077 -1.447 0.147
N -0.924 1.753 0.063
N 0.132 1.045 0.334
C -1.816 -0.310 -0.021
C -2.020 1.107 -0.017
C -0.764 3.184 -0.089
C 1.424 -1.782 1.195
C -0.519 -0.698 0.078
C 0.427 -1.746 0.044
C 1.301 -1.709 -1.221
H -1.383 3.880 -0.681
H 2.028 -2.546 -1.233
H 0.259 3.357 -0.288
H 1.064 -1.810 2.189
H 2.226 -0.978 1.090
H -3.001 1.581 -0.119
H -0.802 3.628 0.864
H 1.701 -0.694 -1.236
H 0.708 -1.716 -2.076
H 2.129 -2.747 1.047
H -0.116 -2.637 -0.020
H 1.024 1.286 -0.050
```